Record 1
Formula: C9H15N3
Source: the OMol25 dataset
Level of theory: ωB97M-V with the def2-TZVPD basis set

Last column: Löwdin charge in e.
Element x y z (Å)
1 C 1.639 -1.884 2.277  -0.170
2 C 2.701 -1.780 1.427  -0.097
3 C 1.011 -0.661 0.673  -0.159
4 C -0.138 0.959 -0.548  -0.109
5 C -1.971 1.176 1.018  -0.037
6 C -1.859 -0.804 -0.504  -0.051
7 C -2.333 1.470 -1.477  -0.049
8 C 3.065 -0.558 -0.735  -0.046
9 C -1.579 0.696 -0.384  -0.601
10 N 0.581 -1.164 1.792  0.037
11 N 0.681 1.678 -1.093  0.168
12 N 2.284 -0.978 0.391  -0.143
13 H 1.559 -2.421 3.201  0.086
14 H 3.687 -2.195 1.463  0.103
15 H -1.900 2.261 1.092  0.086
16 H -1.304 0.726 1.750  0.071
17 H -2.994 0.876 1.236  0.090
18 H -2.925 -0.992 -0.405  0.088
19 H -1.525 -1.186 -1.466  0.089
20 H -1.330 -1.328 0.286  0.055
21 H -3.403 1.305 -1.377  0.087
22 H -2.143 2.539 -1.397  0.080
23 H -2.021 1.132 -2.464  0.087
24 H 3.730 -1.364 -1.047  0.087
25 H 2.393 -0.293 -1.549  0.071
26 H 3.665 0.320 -0.483  0.090
27 H 0.431 2.471 -1.678  0.085

Its molar mass is 165.2 g/mol. The calculated total energy comes out at -14043.654 eV. The HOMO-LUMO gap comes out at 8.938 eV. As for the HOMO energy: -8.2 eV. Its spin multiplicity is 1.

---

Record 2
Formula: C3H7NOS2
Source: the OMol25 dataset
Level of theory: ωB97M-V with the def2-TZVPD basis set

Last column: Löwdin charge in e.
Element x y z (Å)
1 S 2.403 -0.171 -1.038  0.392
2 S 1.754 -0.429 0.923  0.505
3 C 0.080 -0.811 0.678  -0.400
4 C -0.909 0.220 0.466  -0.360
5 N -1.520 0.373 -0.838  -0.006
6 C -2.885 0.912 -0.453  -0.453
7 O -3.369 0.265 0.580  -0.165
8 H 2.195 1.134 -1.149  -0.192
9 H -3.496 0.935 -1.383  0.121
10 H -0.217 -1.796 1.022  0.078
11 H -0.511 1.191 0.787  0.121
12 H -1.756 -0.104 1.135  0.146
13 H -1.499 -0.492 -1.369  0.105
14 H -2.592 1.978 -0.249  0.107

Its molar mass is 137.2 g/mol. The calculated total energy comes out at -28427.191 eV. The HOMO-LUMO gap comes out at 5.413 eV. As for the HOMO energy: -8.3 eV. Its spin multiplicity is 1.

---

Record 3
Formula: C4H14N2P
Source: the OMol25 dataset
Level of theory: ωB97M-V with the def2-TZVPD basis set

Last column: Löwdin charge in e.
Element x y z (Å)
1 C 2.595 0.490 0.486  -0.028
2 C -2.502 0.692 -0.773  -0.327
3 C 0.742 -0.508 -0.458  -0.223
4 C -0.336 -0.553 0.648  -0.571
5 N -1.005 -1.772 0.293  0.022
6 N 1.546 0.764 -0.530  0.018
7 P -1.294 1.136 0.588  0.911
8 H 3.607 0.822 0.125  0.121
9 H 2.541 0.973 1.485  0.122
10 H 2.686 -0.607 0.586  0.096
11 H -2.031 0.690 -1.676  -0.008
12 H -3.253 1.499 -0.840  0.054
13 H -3.041 -0.197 -0.606  0.013
14 H 0.345 -0.540 -1.478  0.123
15 H 1.532 -1.363 -0.493  0.157
16 H 0.296 -0.440 1.641  0.143
17 H -1.169 -2.410 1.075  0.104
18 H -1.812 -1.766 -0.262  0.046
19 H 0.993 1.473 -0.101  0.065
20 H 1.791 0.898 -1.455  0.148
21 H -2.232 0.721 1.743  0.014

Its molar mass is 121.1 g/mol. The calculated total energy comes out at -16635.498 eV. The HOMO-LUMO gap comes out at 9.787 eV. As for the HOMO energy: -12.8 eV. Its spin multiplicity is 1. Its charge is +1.